# 1
The following is a DFT calculation (ωB97M-V/def2-TZVPD) of a structure of composition C21H26AlF6NO20 in a non-equilibrium geometry.

```
! wB97M-V def2-TZVPD RIJCOSX def2/J DEFGRID3
* xyz -2 1
C -4.343 -2.702 -1.179
N -3.881 -2.330 0.212
C -2.661 -1.435 0.211
Al -1.247 -2.426 1.394
C 0.664 -2.207 0.683
O 1.708 -2.302 1.531
O 1.013 -1.911 -0.739
H -4.494 -1.791 -1.909
H -3.629 -3.466 -1.740
H -5.391 -3.250 -1.057
H -4.651 -1.975 0.820
H -2.132 -1.338 -0.850
H -2.846 -0.339 0.581
H -1.625 -3.979 1.274
H -1.459 -1.907 2.880
C 4.463 -2.054 3.471
C 4.288 -1.357 4.776
O 5.592 -1.324 5.310
C 6.418 -1.300 4.227
O 7.598 -0.996 4.273
O 5.760 -1.652 3.080
F 3.505 -2.079 5.608
H 4.434 -3.145 3.566
H 3.718 -1.747 2.732
H 3.899 -0.336 4.691
C -3.944 2.957 -1.647
C -3.204 4.113 -1.065
O -3.237 3.860 0.322
C -3.290 2.503 0.434
O -3.056 1.892 1.463
O -3.630 1.910 -0.751
F -3.858 5.272 -1.302
H -5.028 3.111 -1.660
H -3.611 2.718 -2.660
H -2.165 4.195 -1.400
C -7.120 -7.088 0.781
C -6.428 -7.381 -0.506
O -6.807 -6.307 -1.336
C -7.016 -5.261 -0.489
O -7.089 -4.096 -0.844
O -7.127 -5.675 0.811
F -6.893 -8.527 -1.054
H -8.151 -7.456 0.801
H -6.585 -7.495 1.643
H -5.337 -7.420 -0.430
C 1.202 5.344 0.298
C 2.265 4.342 0.003
O 1.541 3.168 -0.286
C 0.355 3.600 -0.799
O -0.423 2.892 -1.416
O 0.146 4.928 -0.545
F 3.029 4.114 1.095
H 0.867 5.312 1.341
H 1.514 6.365 0.061
H 2.901 4.602 -0.850
C 5.804 6.784 0.334
C 6.010 8.185 0.801
O 4.718 8.745 0.744
C 3.869 7.699 0.950
O 2.691 7.822 1.243
O 4.500 6.495 0.797
F 6.808 8.866 -0.052
H 5.830 6.694 -0.757
H 6.534 6.092 0.761
H 6.401 8.264 1.821
C 2.093 -2.802 -3.642
C 3.156 -3.803 -3.937
O 2.432 -4.978 -4.226
C 1.246 -4.545 -4.739
O 0.469 -5.254 -5.356
O 1.037 -3.218 -4.485
F 3.920 -4.032 -2.845
H 1.759 -2.834 -2.599
H 2.405 -1.781 -3.879
H 3.793 -3.544 -4.790
*
```

The value obtained for the strongest force on any atom is 6.38 eV/Å. Its relative energy (zero: lowest compared OMol25 entry of this formula, charge and spin) is 162.00 kJ/mol. The calculation puts the total energy at -87537.1703 eV. For the lowest unoccupied orbital energy, the calculation gives 2.7660 eV. Its highest occupied orbital energy is -0.05 eV.

Atom-resolved charges from Mulliken, all expressed in e:
1. C -0.345
2. N -0.152
3. C 0.101
4. Al -0.140
5. C 0.330
6. O -0.633
7. O -0.798
8. H 0.129
9. H 0.182
10. H 0.044
11. H 0.167
12. H 0.161
13. H -0.349
14. H -0.244
15. H -0.287
16. C -0.275
17. C 0.380
18. O -0.313
19. C 0.671
20. O -0.594
21. O -0.273
22. F -0.273
23. H 0.157
24. H 0.250
25. H 0.260
26. C -0.491
27. C 0.683
28. O -0.356
29. C 0.674
30. O -0.544
31. O -0.186
32. F -0.368
33. H 0.283
34. H 0.272
35. H 0.031
36. C -0.438
37. C 0.287
38. O -0.274
39. C 0.656
40. O -0.618
41. O -0.285
42. F -0.298
43. H 0.281
44. H 0.267
45. H 0.335
46. C -0.283
47. C 0.459
48. O -0.246
49. C 0.540
50. O -0.539
51. O -0.342
52. F -0.314
53. H 0.275
54. H 0.130
55. H 0.266
56. C -0.494
57. C 0.326
58. O -0.300
59. C 0.633
60. O -0.546
61. O -0.199
62. F -0.299
63. H 0.286
64. H 0.294
65. H 0.291
66. C -0.096
67. C 0.343
68. O -0.313
69. C 0.655
70. O -0.594
71. O -0.280
72. F -0.267
73. H 0.120
74. H 0.198
75. H 0.230

---

# 2
The following is a DFT calculation (ωB97M-V/def2-TZVPD) of a structure of composition C21H26BN5OPdSi in a non-equilibrium geometry.

```
! wB97M-V def2-TZVPD RIJCOSX def2/J DEFGRID3
* xyz 0 1
Pd -0.019 0.453 0.238
B 2.586 1.678 -1.204
N 2.878 0.774 0.049
C 4.016 0.223 0.456
C 3.788 -0.464 1.635
C 2.440 -0.258 1.893
N 1.903 0.508 0.932
N 1.474 2.703 -0.799
C 1.563 4.024 -0.970
C 0.360 4.609 -0.626
C -0.440 3.536 -0.243
N 0.229 2.393 -0.366
H 3.571 2.340 -1.420
H 2.254 1.003 -2.152
H 4.922 0.373 -0.107
H 4.498 -1.011 2.230
H 1.832 -0.590 2.719
H 2.481 4.455 -1.332
H 0.097 5.651 -0.649
H -1.461 3.543 0.107
C -2.745 2.125 1.776
Si -3.227 1.181 0.240
C -4.887 0.434 0.693
C -3.499 2.268 -1.257
N -1.958 0.016 -0.060
C -2.164 -1.170 -0.706
C -3.322 -1.506 -1.423
C -3.506 -2.762 -1.968
C -2.531 -3.735 -1.836
C -1.361 -3.435 -1.151
C -1.206 -2.176 -0.613
O -0.074 -1.764 0.052
C 0.975 -2.671 0.204
C 0.971 -3.536 1.281
C 1.994 -4.466 1.392
C 2.995 -4.521 0.428
C 2.981 -3.637 -0.641
C 1.964 -2.699 -0.759
H -3.348 3.030 1.894
H -1.692 2.405 1.833
H -2.953 1.480 2.635
H -5.464 1.204 1.214
H -4.771 -0.409 1.378
H -5.486 0.104 -0.155
H -4.152 3.122 -1.062
H -3.985 1.656 -2.024
H -2.568 2.635 -1.689
H -4.091 -0.761 -1.566
H -4.417 -2.973 -2.512
H -2.659 -4.715 -2.274
H -0.581 -4.178 -1.055
H 0.167 -3.484 2.004
H 2.007 -5.153 2.228
H 3.787 -5.253 0.514
H 3.759 -3.677 -1.391
H 1.921 -2.002 -1.586
*
```

The value obtained for the strongest force on any atom is 1.37 eV/Å. Its relative energy (zero: lowest compared OMol25 entry of this formula, charge and spin) is 45.21 kJ/mol. The calculation puts the total energy at -43732.6171 eV. For the lowest unoccupied orbital energy (spin up / spin down), the calculation gives -0.3100 / -0.3105 eV. Its highest occupied orbital energy (spin up / spin down) is -7.33 / -7.33 eV.

Atom-resolved charges from natural (NBO), all expressed in e:
1. Pd 0.942
2. B 0.177
3. N -0.273
4. C -0.002
5. C -0.340
6. C -0.040
7. N -0.333
8. N -0.292
9. C 0.016
10. C -0.356
11. C -0.023
12. N -0.294
13. H -0.042
14. H -0.045
15. H 0.226
16. H 0.233
17. H 0.219
18. H 0.230
19. H 0.235
20. H 0.228
21. C -1.144
22. Si 1.814
23. C -1.128
24. C -1.150
25. N -1.068
26. C 0.112
27. C -0.251
28. C -0.199
29. C -0.246
30. C -0.281
31. C 0.297
32. O -0.565
33. C 0.363
34. C -0.276
35. C -0.198
36. C -0.219
37. C -0.182
38. C -0.274
39. H 0.235
40. H 0.236
41. H 0.242
42. H 0.237
43. H 0.242
44. H 0.232
45. H 0.235
46. H 0.237
47. H 0.242
48. H 0.208
49. H 0.210
50. H 0.213
51. H 0.226
52. H 0.233
53. H 0.220
54. H 0.218
55. H 0.220
56. H 0.242

---

# 3
The following is a DFT calculation (ωB97M-V/def2-TZVPD) of a structure of composition C21H26BrIMnN6O2S.

```
! wB97M-V def2-TZVPD RIJCOSX def2/J DEFGRID3
* xyz 2 2
Mn -0.781 -0.118 -0.616
N -1.832 -3.271 -3.510
C -1.567 -3.107 -2.212
S -2.240 -1.709 -1.441
N -0.841 -4.038 -1.614
C -0.417 -4.199 -0.244
C -1.157 -3.769 0.847
C -0.689 -4.049 2.125
C 0.492 -4.751 2.316
C 1.215 -5.188 1.215
C 0.760 -4.913 -0.065
H -2.469 -2.627 -3.949
H -1.615 -4.125 -4.001
H -0.494 -4.773 -2.215
H -2.101 -3.264 0.716
H -1.281 -3.741 2.978
H 0.841 -4.972 3.317
H 2.127 -5.754 1.348
H 1.320 -5.265 -0.926
Br -2.718 0.661 2.934
C -2.261 2.517 2.911
C -2.853 3.247 3.926
C -2.529 4.587 4.098
C -1.586 5.184 3.279
C -1.014 4.448 2.254
C -1.352 3.115 2.028
C -0.763 2.492 0.805
O 0.242 2.992 0.276
O -1.355 1.450 0.324
H -3.565 2.770 4.586
H -3.015 5.156 4.881
H -1.302 6.216 3.432
H -0.295 4.903 1.587
N 1.977 3.034 -3.411
C 0.496 3.258 -3.185
C -0.189 1.912 -3.018
N 0.402 1.163 -1.894
C 1.837 0.926 -2.138
C 2.586 2.245 -2.271
H 2.457 3.928 -3.521
H 2.110 2.518 -4.283
H 0.101 3.826 -4.025
H 0.406 3.840 -2.270
H -0.118 1.315 -3.930
H -1.244 2.097 -2.821
H 0.356 1.834 -1.102
H 1.955 0.330 -3.047
H 2.270 0.369 -1.313
H 3.645 2.103 -2.475
H 2.463 2.850 -1.374
I 3.879 -3.238 1.935
C 2.236 -2.050 1.647
C 1.463 -1.431 2.607
N 0.503 -0.751 1.964
N 0.604 -0.896 0.634
C 1.656 -1.686 0.431
H 1.547 -1.420 3.682
H -0.256 -0.201 2.358
H 1.952 -1.977 -0.566
*
```

The value obtained for the strongest force on any atom is 0.81 eV/Å. Its relative energy (zero: lowest compared OMol25 entry of this formula, charge and spin) is 152.55 kJ/mol. The calculation puts the total energy at -155519.7418 eV. For the lowest unoccupied orbital energy (spin up / spin down), the calculation gives -5.1350 / -5.1253 eV. Its highest occupied orbital energy (spin up / spin down) is -13.46 / -13.46 eV.

Atom-resolved charges from natural (NBO), all expressed in e:
1. Mn 1.214
2. N -0.751
3. C 0.392
4. S -0.326
5. N -0.547
6. C 0.105
7. C -0.197
8. C -0.206
9. C -0.208
10. C -0.176
11. C -0.249
12. H 0.434
13. H 0.412
14. H 0.410
15. H 0.236
16. H 0.232
17. H 0.237
18. H 0.240
19. H 0.222
20. Br 0.057
21. C -0.047
22. C -0.243
23. C -0.149
24. C -0.210
25. C -0.152
26. C -0.163
27. C 0.788
28. O -0.714
29. O -0.825
30. H 0.243
31. H 0.238
32. H 0.235
33. H 0.236
34. N -0.494
35. C -0.245
36. C -0.253
37. N -0.707
38. C -0.249
39. C -0.243
40. H 0.450
41. H 0.430
42. H 0.250
43. H 0.254
44. H 0.212
45. H 0.256
46. H 0.441
47. H 0.208
48. H 0.249
49. H 0.248
50. H 0.254
51. I 0.273
52. C -0.292
53. C -0.017
54. N -0.312
55. N -0.369
56. C -0.050
57. H 0.259
58. H 0.446
59. H 0.228

---

# 4
The following is a DFT calculation (ωB97M-V/def2-TZVPD) of a structure of composition C21H26BrN3O4Te4Ti in a non-equilibrium geometry.

```
! wB97M-V def2-TZVPD RIJCOSX def2/J DEFGRID3
* xyz -2 3
Ti 0.152 -0.205 0.095
C 3.164 2.158 -1.498
C 2.262 1.407 -0.545
O 1.572 0.462 -1.072
C 2.312 1.771 0.804
C 1.733 1.157 1.950
C 2.397 1.434 3.277
N 0.665 0.387 1.922
N 0.733 -0.715 2.850
C 1.229 -1.701 2.154
O 1.500 -1.627 0.888
C 1.524 -2.982 2.858
C 1.308 -3.121 4.226
C 1.610 -4.315 4.861
C 2.130 -5.380 4.135
C 2.333 -5.247 2.769
C 2.028 -4.053 2.131
H 2.881 1.913 -2.519
H 3.078 3.234 -1.345
H 4.204 1.867 -1.334
H 3.004 2.578 1.019
H 2.615 2.501 3.339
H 1.747 1.129 4.092
H 3.340 0.890 3.363
H 0.889 -2.284 4.769
H 1.430 -4.420 5.925
H 2.363 -6.314 4.632
H 2.716 -6.082 2.194
H 2.153 -3.931 1.063
C -0.021 -1.092 -4.080
O -1.018 -0.338 -3.446
C -2.292 -0.474 -4.032
C -3.183 0.594 -3.448
O -3.233 0.444 -2.064
C -4.012 1.437 -1.446
H 0.171 -0.720 -5.098
H -0.300 -2.152 -4.138
H 0.885 -1.000 -3.483
H -2.697 -1.475 -3.835
H -2.231 -0.317 -5.122
H -4.189 0.506 -3.892
H -2.781 1.586 -3.713
H -5.042 1.423 -1.830
H -3.577 2.434 -1.613
H -4.034 1.220 -0.381
Te -1.000 -2.756 -0.799
Te -3.180 -3.924 -1.817
Te -4.917 -1.710 1.202
Te -2.323 -1.171 1.243
Br -0.996 6.374 -0.704
C -0.780 4.482 -0.509
C -0.543 3.679 -1.645
C -0.584 2.320 -1.516
N -0.847 1.655 -0.334
C -1.248 2.472 0.700
C -1.235 3.837 0.659
H -0.324 4.117 -2.610
H -0.401 1.681 -2.370
H -1.578 1.958 1.594
H -1.562 4.400 1.523
*
```

The value obtained for the strongest force on any atom is 2.35 eV/Å. Its relative energy (zero: lowest compared OMol25 entry of this formula, charge and spin) is 170.34 kJ/mol. The calculation puts the total energy at -157190.9906 eV. For the lowest unoccupied orbital energy (spin up / spin down), the calculation gives 3.9940 / 3.9568 eV. Its highest occupied orbital energy (spin up / spin down) is -0.06 / -0.60 eV.

Atom-resolved charges from natural (NBO), all expressed in e:
1. Ti 1.311
2. C -0.673
3. C 0.500
4. O -0.736
5. C -0.496
6. C 0.350
7. C -0.665
8. N -0.520
9. N -0.414
10. C 0.523
11. O -0.796
12. C -0.018
13. C -0.186
14. C -0.235
15. C -0.226
16. C -0.227
17. C -0.185
18. H 0.226
19. H 0.223
20. H 0.213
21. H 0.203
22. H 0.210
23. H 0.240
24. H 0.220
25. H 0.232
26. H 0.197
27. H 0.194
28. H 0.200
29. H 0.241
30. C -0.242
31. O -0.539
32. C -0.084
33. C -0.062
34. O -0.524
35. C -0.244
36. H 0.142
37. H 0.181
38. H 0.200
39. H 0.216
40. H 0.141
41. H 0.155
42. H 0.154
43. H 0.152
44. H 0.159
45. H 0.219
46. Te -0.082
47. Te -0.594
48. Te -0.524
49. Te -0.047
50. Br -0.058
51. C -0.172
52. C -0.314
53. C -0.010
54. N -0.675
55. C 0.008
56. C -0.311
57. H 0.208
58. H 0.218
59. H 0.213
60. H 0.210